[1]
# C7H14O2P

The ion C7H14O2P with charge +1 (ωB97M-V/def2-TZVPD, OMol25).

## Properties
total charge = +1
spin multiplicity = 3
<S²> = 2.01
DFT total energy = -20857.39118 eV

Geometry as XYZ:
```
24
C7H14O2P ωB97M-V/def2-TZVPD
C -1.36454 0.31544 -0.05741
C -1.84617 -1.06838 0.17507
C -3.66439 0.36639 0.08590
C -2.44656 1.04621 -0.20057
C 2.17149 -0.34199 -1.78317
C 1.47571 -1.23326 1.06195
C 2.34655 1.50271 0.56441
O -0.05716 0.70805 -0.38910
O -3.22145 -0.89978 0.61721
P 1.46103 0.15928 -0.13792
H -1.92796 -1.75624 -0.67277
H -1.22316 -1.57265 0.85604
H -4.12963 0.95882 0.86922
H -4.47220 0.23352 -0.75486
H -2.32074 2.02434 -0.47314
H 2.49299 0.52874 -2.34714
H 1.49857 -1.00714 -2.40484
H 3.10732 -0.86112 -1.53677
H 0.76722 -0.93978 1.88601
H 2.38206 -1.34210 1.55289
H 1.28822 -2.19849 0.59647
H 3.44237 1.63159 0.27320
H 2.32195 1.26314 1.72006
H 1.91848 2.48271 0.49928
```


[2]
# C7H14O2S

A cluster of 2 separate species, C7H14O2S in total (ωB97M-V/def2-TZVPD, OMol25).

## Properties
total charge = 0
relative energy (zero: lowest compared OMol25 entry of this formula, charge and spin) = 77.8 kcal per mole

Geometry as XYZ:
```
24
C7H14O2S ωB97M-V/def2-TZVPD
C -0.67663 0.36092 -1.05990
C -0.96619 0.38704 0.23835
C -1.02413 1.35557 -2.07990
C 0.02733 -0.76363 -1.71639
C -1.58018 1.58250 0.76300
C 0.53238 -0.40102 2.00098
C -0.70469 -0.73335 1.18032
O 3.54277 -3.18748 0.36466
O 4.75524 -1.09868 0.91244
S 3.50033 -1.77386 0.75555
H -0.26096 1.18790 -2.93367
H -1.04989 2.45123 -1.76091
H -2.05316 1.32048 -2.54226
H 1.07492 -0.82946 -1.53020
H 0.17137 -0.65211 -2.83721
H -0.44857 -1.65372 -1.38737
H -1.26319 2.63501 0.31459
H -1.50125 1.64835 1.85530
H -2.74250 1.53743 0.58344
H 0.81850 -1.08059 2.75522
H 0.40071 0.58071 2.41638
H 1.32939 -0.24459 1.32869
H -1.49032 -1.13469 1.90154
H -0.39128 -1.49397 0.47738
```


[3]
# C7H14O2S

A cluster of 2 separate species, C7H14O2S in total (ωB97M-V/def2-TZVPD, OMol25).

## Properties
total charge = 0
relative energy (zero: lowest compared OMol25 entry of this formula, charge and spin) = 83.1 kcal per mole

Geometry as XYZ:
```
24
C7H14O2S ωB97M-V/def2-TZVPD
C -0.64838 -0.49324 -0.45610
C 0.42405 0.27068 -0.08435
C -1.32560 -0.23094 -1.85440
C -1.12119 -1.69076 0.41663
C 0.80521 1.42644 -0.94323
C 2.29422 -0.88719 0.90313
C 1.21406 0.11790 1.18147
O -1.98728 2.44855 0.31592
O -1.83601 1.12713 2.27920
S -2.27515 1.14960 0.91438
H -2.17932 -0.94291 -2.09154
H -0.56437 -0.25113 -2.66758
H -1.68400 0.88077 -1.95745
H -0.56957 -1.63850 1.44257
H -0.95612 -2.54252 -0.04820
H -2.29886 -1.67761 0.61541
H -0.03406 2.07400 -0.88894
H 1.07668 1.27984 -2.11177
H 1.70563 1.85665 -0.65751
H 2.52156 -0.58596 -0.17518
H 2.00343 -1.91707 1.10274
H 3.02929 -0.62776 1.56598
H 1.78350 1.02348 1.15245
H 0.62229 -0.16946 2.04636
```


[4]
# C7H14OS

The molecule C7H14OS (ωB97M-V/def2-TZVPD, OMol25).

## Properties
total charge = 0
SMILES = C=[S@H](=O)C1CCCCC1
relative energy (zero: lowest compared OMol25 entry of this formula, charge and spin) = 112.1 kcal per mole

Geometry as XYZ:
```
23
C7H14OS ωB97M-V/def2-TZVPD
C -2.79323 1.32356 -0.04682
S -1.95886 -0.14210 -0.34219
O -2.88109 -1.32745 -0.13804
C -0.50630 -0.05078 0.88725
C 0.31325 -1.26657 1.02382
C 1.12013 -1.54516 -0.22121
C 1.92504 -0.27473 -0.45343
C 1.09688 0.92153 -0.68470
C 0.27803 1.20332 0.60652
H -3.64800 1.51246 -0.73369
H -2.00624 1.96607 -0.46229
H -1.14566 -0.56540 -1.58916
H -1.17304 0.09424 1.78003
H -0.29423 -2.13117 1.19309
H 1.11107 -1.21816 1.86533
H 0.42931 -1.67389 -1.15027
H 1.88038 -2.37690 -0.00902
H 2.61250 -0.01433 0.52600
H 2.57292 -0.41129 -1.31141
H 1.76112 1.76444 -1.04852
H 0.48231 0.73292 -1.49375
H 1.09428 1.37493 1.36581
H -0.27058 2.10449 0.43664
```


[5]
# C7H14OS2

A cluster of 3 separate species, C7H14OS2 in total (ωB97M-V/def2-TZVPD, OMol25).

## Properties
total charge = 0
SMILES = CC(C)=C=O.CC(C)=S.S
relative energy (zero: lowest compared OMol25 entry of this formula, charge and spin) = 73.3 kcal per mole

Geometry as XYZ:
```
24
C7H14OS2 ωB97M-V/def2-TZVPD
C 1.78787 -0.95210 1.74895
C 1.53580 -0.59663 0.30250
C 1.47330 -1.70925 -0.73897
C 1.20778 0.62409 -0.00814
O 0.98064 1.72505 -0.42683
H 1.44757 -0.22229 2.43671
H 1.47490 -2.00251 2.04330
H 2.84913 -0.93914 1.90122
H 1.00628 -2.54403 -0.32607
H 2.52981 -1.87365 -0.90724
H 1.08162 -1.23448 -1.56175
C -3.48029 2.06848 0.75811
C -3.06214 0.68100 0.39504
C -2.40472 0.58138 -0.92251
S -3.18854 -0.50339 1.47604
H -3.08278 2.66342 -0.03446
H -3.13248 2.27436 1.74013
H -4.57480 2.34729 0.88763
H -2.38583 -0.40987 -1.26298
H -1.49985 1.16487 -0.85778
H -3.11740 0.95191 -1.59475
S 5.01031 0.57711 0.73388
H 3.67987 0.48012 0.40306
H 5.45399 0.38197 -0.46880
```


[6]
# C7H14OSSi

A structure of composition C7H14OSSi (ωB97M-V/def2-TZVPD, OMol25).

## Properties
total charge = 0
relative energy (zero: lowest compared OMol25 entry of this formula, charge and spin) = 110.5 kcal per mole

Geometry as XYZ:
```
24
C7H14OSSi ωB97M-V/def2-TZVPD
C 0.80580 0.42438 -0.42846
C -0.22692 0.28457 -3.15038
C -0.48755 -1.11607 -2.57483
C -0.61136 0.06822 -1.71256
C -0.77557 -1.62520 1.15265
C 1.68794 0.07403 2.33353
C -1.31326 1.47826 1.61240
O 2.86878 1.70714 -0.04444
Si 0.03770 0.11917 1.26881
S 2.07792 1.06518 -1.15930
H 0.84701 0.52024 -3.29958
H -0.84036 0.82048 -3.87449
H -1.34455 -1.63191 -2.83614
H 0.46829 -1.79728 -2.33664
H -1.56556 0.43979 -1.28404
H -1.31740 -1.73194 2.20048
H -1.58101 -1.95617 0.50572
H -0.00555 -2.43646 1.17821
H 2.14891 -0.84801 2.34438
H 2.21336 0.76319 1.71578
H 1.65197 0.27130 3.33452
H -1.23921 1.96801 0.63591
H -2.29508 1.04785 1.94202
H -1.20432 2.09125 2.47644
```


[7]
# C7H14Si

The molecule C7H14Si (ωB97M-V/def2-TZVPD, OMol25).

## Properties
total charge = 0
SMILES = C=CC(=C)[Si](C)(C)C
relative energy (zero: lowest compared OMol25 entry of this formula, charge and spin) = 86.5 kcal per mole

Geometry as XYZ:
```
22
C7H14Si ωB97M-V/def2-TZVPD
C 3.15536 1.11782 -0.24965
C 1.99879 0.46932 -0.47017
C 0.90425 0.17654 0.51110
C 0.97648 0.79327 2.29643
Si -0.81562 -0.18013 -0.22857
C -1.96244 -0.69469 1.34658
C -0.75784 -1.81466 -1.37702
C -1.50707 1.26845 -1.26956
H 3.90602 1.04968 -1.05600
H 3.26238 1.37118 0.74991
H 1.80772 0.11263 -1.46056
H 0.27729 0.32686 2.92654
H 2.04907 0.75783 2.46529
H -2.85576 -1.26340 0.99235
H -1.40828 -1.45355 1.91134
H -2.24389 0.11675 2.05829
H -1.12580 -2.76331 -0.93537
H -1.25401 -1.80854 -2.35584
H 0.34738 -2.10226 -1.25449
H -0.82961 2.07225 -1.22897
H -1.39706 1.03288 -2.30726
H -2.52733 1.41507 -1.06436
```


[8]
# C7H15Cl12F3NO3PSi2

A structure of composition C7H15Cl12F3NO3PSi2 (ωB97M-V/def2-TZVPD, OMol25).

## Properties
total charge = 0
DFT total energy = -198602.59531 eV

Geometry as XYZ:
```
44
C7H15Cl12F3NO3PSi2 ωB97M-V/def2-TZVPD
C -1.69207 -4.56763 0.45533
O -1.06391 -3.86345 -0.61286
C -0.65661 -2.54563 -0.27793
Si -0.13470 -1.66269 -1.85380
O -1.31035 -0.58627 -2.26383
Si -1.11986 0.82815 -3.13898
P -1.05670 2.45173 -1.58179
N -2.77301 2.65935 -1.38447
O -0.67230 3.72579 -2.57364
C 1.57932 -0.84661 -1.46550
F 2.27301 -0.46268 -2.54086
F 2.33008 -1.80073 -0.85973
F 1.54709 0.19722 -0.63229
H -1.51051 -5.63121 0.26739
H -2.77108 -4.35401 0.46757
H -1.25976 -4.28375 1.42468
H 0.16136 -2.55232 0.45939
H -1.49704 -1.97712 0.16108
H 0.13623 -2.62900 -2.93151
H 0.11341 0.78698 -3.95048
H -2.29055 0.95388 -4.03454
H -3.17771 1.74913 -1.15871
H -2.87758 3.22492 -0.54026
H -0.50722 4.50149 -2.01087
C 0.19860 -6.03956 -2.50168
Cl 0.00037 -6.49425 -4.19449
Cl -0.24770 -7.37742 -1.43392
Cl 1.84586 -5.50202 -2.17772
H -0.46340 -5.21294 -2.28278
C 3.64230 -0.98376 2.68754
Cl 2.59748 -2.31190 3.19898
Cl 2.84790 0.57112 2.92986
Cl 5.18990 -1.03966 3.53243
H 3.83362 -1.10155 1.62946
C 2.06125 4.64001 4.15441
Cl 1.63225 6.23241 3.53149
Cl 1.53908 4.45915 5.82790
Cl 1.37216 3.37225 3.13856
H 3.13844 4.54197 4.12488
C -2.22570 5.88488 1.64386
Cl -3.51119 4.68418 1.44659
Cl -1.85564 6.11689 3.34551
Cl -0.78021 5.42276 0.73614
H -2.58490 6.82189 1.23964
```


[9]
# C7H15ClINOPZr

A structure of composition C7H15ClINOPZr (ωB97M-V/def2-TZVPD, OMol25).

## Properties
total charge = +3
relative energy (zero: lowest compared OMol25 entry of this formula, charge and spin) = 9.6 kcal per mole

Geometry as XYZ:
```
28
C7H15ClINOPZr ωB97M-V/def2-TZVPD
C -0.24673 -3.61566 -1.37097
I 1.88350 -2.94080 -0.68476
H -1.09072 -3.06468 -0.93854
H -0.31355 -4.68266 -1.09945
H -0.25009 -3.53506 -2.47273
Zr -0.10011 -1.19635 0.27238
P -0.08417 0.92532 -1.19711
C 1.48016 1.48889 -1.96740
C -1.31098 0.76672 -2.55713
H -1.64422 2.20927 0.12214
H -1.03597 3.15307 -1.26334
H -0.01270 2.93752 0.18451
C -0.75265 2.45762 -0.46437
H -2.28152 0.49305 -2.11764
H -1.41126 1.72899 -3.08114
H 1.27775 2.15634 -2.82174
H 2.05048 0.61345 -2.31705
H -1.01224 -0.01718 -3.26701
H 2.08668 2.02498 -1.22042
C 1.98575 0.14244 0.70108
O 2.91268 0.70224 1.09720
Cl -2.45015 -1.43728 0.10075
C 0.07178 -0.11861 4.87007
C 0.11123 -0.37257 3.45911
N -0.00547 -0.66693 2.33561
H -0.84444 0.44991 5.10960
H 0.95556 0.47611 5.16974
H 0.03138 -1.07814 5.41860
```


[10]
# C7H15ClSi

A cluster of 2 separate species, C7H15ClSi in total (ωB97M-V/def2-TZVPD, OMol25).

## Properties
total charge = 0
relative energy (zero: lowest compared OMol25 entry of this formula, charge and spin) = 51.0 kcal per mole

Geometry as XYZ:
```
24
C7H15ClSi ωB97M-V/def2-TZVPD
C 0.63049 -2.68062 -1.10523
C 1.00076 -1.56786 -0.46656
C 2.41351 -1.36468 0.01535
C -2.97290 0.68573 -0.77797
C 0.91695 1.93093 1.25218
C -1.73068 -0.05114 -1.31308
C -0.08926 0.78713 1.43772
Si -0.29227 -0.24430 -0.15698
Cl -2.75860 -2.74088 -2.27316
H -0.37548 -2.84172 -1.46368
H 1.32846 -3.48334 -1.28502
H 2.88078 -0.53434 -0.51376
H 3.00224 -2.26090 -0.16961
H 2.44670 -1.14255 1.08034
H -3.83045 0.02395 -0.86840
H -2.89145 0.97643 0.26454
H -3.18026 1.57996 -1.36034
H 0.99513 2.51330 2.16800
H 1.90547 1.54976 1.00806
H 0.59819 2.59583 0.45261
H -1.42871 0.36197 -2.28274
H -2.07162 -1.10893 -1.61377
H -1.05108 1.22127 1.71769
H 0.22499 0.16576 2.27857
```


[11]
# C7H15F6NO6PRhS2

A structure of composition C7H15F6NO6PRhS2 (ωB97M-V/def2-TZVPD, OMol25).

## Properties
total charge = +2
relative energy (zero: lowest compared OMol25 entry of this formula, charge and spin) = 21.7 kcal per mole

Geometry as XYZ:
```
39
C7H15F6NO6PRhS2 ωB97M-V/def2-TZVPD
Rh -0.03285 0.01694 -0.77230
F -2.57120 -2.18118 2.18881
C -1.87346 -1.12162 1.90862
F -0.71846 -1.50136 1.26956
F -1.51701 -0.47019 2.99970
S -2.77079 0.04011 0.77271
O -1.60302 0.83711 0.20679
O -3.69355 0.77538 1.53590
N -3.36909 -0.91674 -0.31146
S -2.62599 -0.99810 -1.67356
O -1.23995 -1.55808 -1.41625
O -2.54001 0.21746 -2.43775
C -3.59503 -2.25390 -2.67298
F -3.00165 -2.30192 -3.84412
F -3.54093 -3.40868 -2.05746
F -4.81574 -1.80414 -2.76531
C 1.80707 -0.32215 -2.38736
C 0.79499 0.34013 -3.31165
O -0.06841 1.11613 -2.41798
H 2.52129 -0.93990 -2.93050
H 1.31928 -1.06057 -1.65810
H 2.36731 0.43022 -1.83450
H 0.20720 -0.37505 -3.88428
H 1.28911 1.02206 -4.00015
H -0.98974 1.21646 -2.74785
C 0.90262 1.98004 2.96998
P 1.92530 0.99420 1.90173
C 2.31761 -0.57279 2.67836
C 3.41683 1.90418 1.56249
O 1.22628 0.73832 0.52883
H 1.48622 2.24714 3.85397
H 0.01693 1.42965 3.28108
H 0.60468 2.89135 2.45050
H 3.36293 -0.58263 2.98706
H 2.14029 -1.38115 1.97069
H 1.69487 -0.72237 3.56034
H 3.87581 2.19785 2.50852
H 3.17534 2.79636 0.98501
H 4.11493 1.28143 1.00291
```


[12]
# C7H15FN4O4

A cluster of 2 separate species, C7H15FN4O4 in total (ωB97M-V/def2-TZVPD, OMol25).

## Properties
total charge = 0
DFT total energy = -24361.00349 eV

Geometry as XYZ:
```
31
C7H15FN4O4 ωB97M-V/def2-TZVPD
N 1.92923 1.24896 2.00621
C 1.13305 0.74369 1.03942
N 0.37758 -0.51315 1.15593
C 1.19934 -1.45436 0.34610
C 0.69870 -2.96096 0.40451
O -0.65938 -3.14283 0.01428
C -0.93276 -0.09276 0.60544
C -0.63550 1.02441 -0.47600
N 0.81220 1.30241 -0.24118
C 1.26978 2.71998 -0.28914
C 0.89799 3.45117 -1.63622
F -0.36092 4.06160 -1.49204
H 2.91309 0.98865 1.99017
H 1.53653 1.81697 2.75448
H 1.28804 -1.17906 -0.74420
H 2.25805 -1.46808 0.75578
H 0.90338 -3.43012 1.41075
H 1.35595 -3.53120 -0.32830
H -0.78417 -2.65131 -0.81522
H -1.72527 -0.86540 0.40006
H -1.35146 0.52927 1.46133
H -1.37404 1.86084 -0.45917
H -0.61060 0.44081 -1.44574
H 2.40107 2.69080 -0.23840
H 0.95317 3.31150 0.61766
H 0.94874 2.77609 -2.53616
H 1.65075 4.27417 -1.79317
N -4.02493 -2.99273 -0.61626
O -4.19364 -3.46011 0.52378
O -4.22701 -3.69793 -1.62016
O -3.64692 -1.80132 -0.75453
```